Entry 1:
Formula: C4H8S2
Source: the OMol25 dataset
Level of theory: the ωB97M-V functional and the def2-TZVPD basis

The geometry in XYZ format:
```
14
Properties=species:S:1:pos:R:3:forces:R:3:nbo_charge:R:1
C -0.255 -0.285 1.595 -0.70 1.33 -3.65 -0.40
C -1.592 -0.906 1.022 1.87 0.44 0.56 -0.41
C -0.316 -1.095 0.284 -0.36 0.53 0.75 -0.21
C -0.120 -1.040 -1.215 2.26 0.60 0.90 -0.45
S 0.423 -2.560 -0.317 -0.31 -0.71 -0.54 0.14
H 0.105 0.782 1.477 -1.04 -1.28 0.30 0.23
H -0.058 -0.756 2.495 1.15 -0.92 1.36 0.22
H -1.914 -1.728 1.643 -0.29 -0.01 -0.10 0.22
H -2.319 -0.270 0.600 -0.83 0.52 -0.40 0.21
H 0.811 -0.611 -1.699 -1.40 -0.03 0.92 0.23
H -0.997 -0.995 -1.832 -0.33 -0.46 -0.11 0.22
S 1.437 3.002 -1.181 -0.27 0.06 0.24 -0.28
H 2.451 3.751 -0.797 0.09 0.79 0.97 0.14
H 2.345 2.712 -2.074 0.17 -0.87 -1.20 0.14
```
Positions in Å, forces in eV/Å.

Output
- HOMO energy (eV) = -8.4
- M (g/mol) = 120.24
- total energy (a.u.) = -953.47783
- orbital gap (eV) = 9.13
- ΔE to the lowest compared entry with this formula, charge and spin (kcal per mole) = 68.3


Entry 2:
Formula: C14H27NOP2Ru
Source: the OMol25 dataset
Level of theory: the ωB97M-V functional and the def2-TZVPD basis

The geometry in XYZ format:
```
46
Properties=species:S:1:pos:R:3:forces:R:3:nbo_charge:R:1
Ru -1.265 -0.614 0.352 0.23 -0.07 -0.24 1.20
O -1.563 0.808 -1.122 -0.17 0.37 0.07 -0.77
C -2.355 2.039 -0.685 0.03 -0.01 0.03 -0.07
C -1.496 2.904 0.206 -0.01 -0.03 0.00 -0.46
C -0.878 2.147 1.398 -0.09 -0.04 -0.03 -0.45
C -1.875 1.442 2.288 0.06 -0.21 -0.13 0.25
C -2.577 2.084 3.282 -0.02 0.07 0.09 -0.21
C -3.476 1.372 4.075 0.05 -0.12 -0.09 0.02
C -3.654 -0.004 3.857 -0.05 0.09 0.12 -0.19
C -2.950 -0.608 2.855 0.22 0.09 -0.20 0.04
N -2.077 0.097 2.063 -0.28 0.33 0.44 -0.56
H -0.882 1.074 -1.767 -0.09 -0.03 -0.06 0.56
H -3.223 1.616 -0.178 0.00 -0.03 -0.03 0.21
H -2.689 2.525 -1.599 0.08 0.03 -0.02 0.28
H -2.140 3.712 0.566 0.00 0.01 0.02 0.30
H -0.704 3.392 -0.366 0.02 -0.02 0.01 0.27
H -0.275 2.831 1.999 -0.06 0.06 0.00 0.32
H -0.120 1.418 1.036 0.04 -0.03 -0.01 0.17
H -2.408 3.140 3.461 0.01 0.00 -0.01 0.29
H -4.024 1.873 4.865 0.00 0.01 0.01 0.30
H -4.330 -0.585 4.472 -0.01 0.00 -0.02 0.30
H -3.043 -1.669 2.653 -0.03 -0.01 0.01 0.23
C 0.885 -1.914 2.925 -0.01 0.05 -0.01 -0.98
P 0.495 -2.118 1.195 -0.02 -0.06 -0.16 1.25
C 1.914 -1.703 0.174 0.10 -0.05 0.10 -1.00
C -0.126 -3.785 0.854 0.09 -0.13 0.13 -0.75
C -0.528 -3.934 -0.606 -0.01 -0.13 -0.07 -0.76
P -1.525 -2.535 -1.184 -0.03 -0.12 0.16 1.24
C -3.272 -2.669 -0.747 -0.06 -0.08 -0.03 -1.02
C -1.324 -2.269 -2.939 -0.02 0.04 0.02 -0.98
H 1.290 -0.920 3.122 0.03 -0.01 0.03 0.30
H 1.670 -2.659 3.119 0.01 0.04 0.09 0.33
H 0.032 -2.121 3.571 0.00 -0.02 -0.01 0.30
H 2.736 -2.357 0.497 0.01 0.00 -0.02 0.33
H 2.234 -0.673 0.352 -0.01 0.00 0.00 0.30
H 1.742 -1.863 -0.890 -0.01 -0.01 -0.01 0.28
H -0.952 -3.996 1.539 -0.01 0.02 0.01 0.29
H 0.676 -4.484 1.124 -0.02 -0.03 -0.03 0.33
H -1.121 -4.844 -0.758 0.02 -0.02 -0.01 0.33
H 0.336 -4.018 -1.272 0.02 0.03 0.01 0.30
H -3.604 -3.682 -1.017 -0.03 0.02 -0.07 0.35
H -3.861 -1.950 -1.321 -0.01 -0.01 -0.01 0.31
H -3.486 -2.558 0.322 0.06 -0.01 0.00 0.27
H -1.683 -3.200 -3.405 0.01 0.03 -0.07 0.33
H -0.278 -2.125 -3.214 0.00 -0.01 0.00 0.30
H -1.941 -1.441 -3.288 -0.01 -0.02 -0.04 0.30
```
Positions in Å, forces in eV/Å.

Output
- total charge = +4
- HOMO energy (spin up / spin down) (eV) = -23.0 / -23.0
- M (g/mol) = 388.39
- 2S+1 = 5
- total energy (a.u.) = -1455.52981
- orbital gap (spin up / spin down) (eV) = 7.29 / 5.74
- expectation value of S² = 6.022